{"formula": "C56H69ClCrN7OP", "method": "ωB97M-V/def2-TZVPD", "orbital_gap_ev": [6.4318, 7.0675], "relative_energy_kcal_mol": 4.8, "multiplicity": 5, "lumo_energy_ev": [0.46, 0.46], "s2": 6.021, "fmax_ha_per_bohr": 0.013, "charge": 0, "symbols": ["Cr", "C", "C", "C", "C", "C", "N", "C", "C", "C", "C", "C", "C", "C", "N", "C", "C", "C", "N", "C", "C", "N", "C", "C", "C", "N", "H", "H", "H", "H", "H", "H", "H", "H", "H", "H", "H", "H", "H", "H", "H", "H", "H", "H", "C", "N", "N", "C", "O", "C", "C", "C", "C", "C", "C", "C", "C", "C", "H", "H", "H", "H", "H", "H", "H", "H", "H", "H", "H", "H", "C", "C", "C", "C", "C", "C", "P", "C", "C", "C", "C", "C", "C", "C", "C", "C", "C", "C", "C", "H", "H", "H", "H", "H", "H", "H", "H", "H", "H", "H", "H", "H", "H", "H", "H", "H", "H", "H", "H", "H", "H", "H", "H", "H", "H", "H", "H", "H", "H", "H", "H", "H", "Cl", "C", "C", "C", "C", "C", "C", "C", "H", "H", "H", "H", "H", "H"], "xyz": [[0.64079, 1.55411, -0.80109], [4.96020, -1.08701, 4.01515], [4.02178, -0.16793, 3.28674], [2.92448, 0.41398, 3.91807], [2.02495, 1.18943, 3.21868], [2.16612, 1.47034, 1.85034], [1.19480, 2.12601, 1.12879], [0.60133, 3.22152, 1.70792], [1.33310, 4.11430, 2.51352], [0.79784, 5.28109, 3.01417], [-0.50964, 5.66004, 2.71973], [-1.08167, 6.97280, 3.17326], [-1.25438, 4.79100, 1.93908], [-0.73794, 3.58472, 1.47733], [-1.65953, 2.73652, 0.79936], [-2.98238, 2.64229, 1.05612], [-3.52023, 1.71704, 0.19757], [-2.43181, 1.28111, -0.56319], [-1.32081, 1.89642, -0.19361], [3.31902, 0.93582, 1.24623], [4.19216, 0.10497, 1.93884], [3.66179, 1.21669, -0.11145], [4.91364, 1.28201, -0.61497], [4.81589, 1.46423, -1.97422], [3.43874, 1.51329, -2.22022], [2.75392, 1.36774, -1.09357], [4.71733, -1.12650, 5.07645], [5.99678, -0.75784, 3.92508], [4.90498, -2.10543, 3.62559], [2.74987, 0.22047, 4.96823], [1.16086, 1.59261, 3.73071], [2.36641, 3.87114, 2.72298], [1.42075, 5.92900, 3.61724], [-0.41358, 7.46837, 3.87684], [-2.04697, 6.84248, 3.66495], [-1.23522, 7.65019, 2.33114], [-2.25663, 5.07172, 1.64545], [-3.43073, 3.22314, 1.83980], [-4.54307, 1.40162, 0.12974], [-2.39927, 0.55085, -1.34965], [5.01276, -0.35505, 1.40310], [5.76820, 1.22089, 0.03212], [5.61772, 1.57581, -2.67889], [2.90685, 1.66138, -3.14228], [-3.69239, -1.52533, 5.20659], [-3.38070, -0.59345, 4.12905], [-2.73313, -1.18850, 3.03903], [-1.77199, -0.30666, 2.51866], [-1.20128, -0.49640, 1.45897], [-1.71536, 0.77935, 3.47196], [-2.67142, 0.56309, 4.40099], [-2.99852, 1.37729, 5.60851], [-3.44318, -2.08967, 2.22092], [-4.83253, -2.07663, 2.18292], [-5.50037, -2.95870, 1.34782], [-4.79130, -3.84054, 0.54633], [-3.40435, -3.85078, 0.59924], [-2.72219, -2.98764, 1.43865], [-3.98399, -2.47383, 4.76006], [-4.53535, -1.15218, 5.78444], [-2.83235, -1.69247, 5.86152], [-1.07730, 1.63748, 3.37760], [-3.26496, 2.38985, 5.30608], [-2.13607, 1.44483, 6.27021], [-3.83206, 0.96528, 6.17023], [-5.37964, -1.36665, 2.78617], [-6.58149, -2.94314, 1.31706], [-5.31514, -4.52090, -0.10986], [-2.84266, -4.54516, -0.01105], [-1.64250, -2.99675, 1.49395], [4.30589, -2.95748, -4.56425], [3.81770, -1.53469, -4.79769], [2.35793, -1.40008, -4.35419], [2.04528, -2.20964, -3.07174], [3.34103, -2.40378, -2.27813], [4.34812, -3.25444, -3.05886], [0.79099, -1.32462, -2.04322], [0.60602, -2.32565, -0.47479], [0.78561, -3.86285, -0.55863], [1.70371, -4.42466, 0.52273], [1.26196, -3.94358, 1.89454], [1.29998, -2.40827, 1.99129], [1.46413, -1.71217, 0.63798], [-0.84385, -1.63684, -2.86577], [-1.39677, -3.06796, -2.79181], [-2.58234, -3.28993, -3.74807], [-3.30789, -1.98307, -4.03381], [-2.37917, -1.00790, -4.76458], [-0.91505, -1.15568, -4.31706], [5.28546, -3.12401, -5.01486], [3.61831, -3.64764, -5.06298], [3.90765, -1.24907, -5.84718], [4.44839, -0.84066, -4.23457], [1.71034, -1.73948, -5.16466], [2.11859, -0.34506, -4.19635], [1.66468, -3.19808, -3.35707], [3.15030, -2.86634, -1.31101], [3.76209, -1.41575, -2.06299], [4.14381, -4.31297, -2.88055], [5.35102, -3.06379, -2.66897], [-0.42836, -2.09534, -0.18965], [1.15146, -4.17217, -1.53924], [-0.18987, -4.34654, -0.44651], [2.74079, -4.12554, 0.34311], [1.68874, -5.51651, 0.47529], [1.88415, -4.38965, 2.67319], [0.24425, -4.30913, 2.07511], [2.11976, -2.08911, 2.63840], [0.38828, -2.04014, 2.45849], [2.51863, -1.69282, 0.34744], [1.16702, -0.66843, 0.76429], [-1.51194, -0.98053, -2.29459], [-1.70474, -3.28147, -1.76887], [-0.60360, -3.77969, -3.03290], [-3.26518, -4.03105, -3.32725], [-2.22498, -3.70727, -4.69311], [-3.64780, -1.54628, -3.09052], [-4.20863, -2.16036, -4.62441], [-2.70796, 0.01569, -4.59137], [-2.44327, -1.17732, -5.84181], [-0.38504, -0.21115, -4.45610], [-0.41009, -1.89542, -4.94622], [-2.52487, 2.51061, -3.72471], [-1.91882, 3.81674, -2.72124], [-2.82384, 4.79132, -2.34154], [-2.39436, 5.87950, -1.60099], [-1.04644, 5.97015, -1.26787], [-0.16743, 4.97823, -1.64611], [-0.56458, 3.84354, -2.37911], [0.38659, 2.76974, -2.65668], [-3.85630, 4.69399, -2.64567], [-3.09582, 6.64819, -1.30883], [-0.68156, 6.81336, -0.69772], [0.87506, 5.04968, -1.35622], [1.38145, 3.19854, -2.80241], [0.11835, 2.17358, -3.52964]], "lowdin_charge": [0.647, -0.054, -0.296, -0.044, -0.014, -0.257, -0.021, -0.248, -0.015, -0.044, -0.285, -0.055, -0.002, -0.136, -0.031, -0.059, -0.025, -0.141, -0.005, -0.130, -0.001, -0.045, -0.053, -0.041, -0.141, -0.004, 0.073, 0.078, 0.077, 0.110, 0.106, 0.117, 0.108, 0.072, 0.076, 0.076, 0.117, 0.124, 0.101, 0.092, 0.119, 0.123, 0.098, 0.103, -0.016, -0.085, 0.045, -0.394, 0.046, 0.071, -0.258, -0.002, -0.194, -0.025, -0.081, -0.088, -0.075, -0.001, 0.087, 0.087, 0.101, 0.104, 0.088, 0.092, 0.071, 0.112, 0.103, 0.101, 0.099, 0.093, -0.199, -0.200, -0.210, -0.432, -0.209, -0.182, 1.126, -0.412, -0.194, -0.203, -0.184, -0.159, -0.230, -0.440, -0.190, -0.188, -0.203, -0.191, -0.204, 0.105, 0.112, 0.110, 0.101, 0.099, 0.083, 0.109, 0.076, 0.102, 0.108, 0.109, 0.081, 0.087, 0.098, 0.105, 0.112, 0.104, 0.100, 0.096, 0.090, 0.096, 0.064, 0.080, 0.080, 0.102, 0.104, 0.111, 0.108, 0.108, 0.045, 0.110, 0.098, 0.104, 0.705, -0.601, -0.130, -0.114, -0.108, -0.061, -0.364, -0.210, 0.096, 0.092, 0.099, 0.116, 0.028, 0.003]}